The following is a quantum chemistry calculation of an isolated ion of composition C11H13O3 and charge -1, from OMol25.

* highest occupied orbital energy: -4.26 eV
* energy: -652.697750 Eh
* E_LUMO: 0.119 hartree
* total charge: -1
* energy relative to the best compared isomer or geometry (same formula, charge and spin): 0.0 kcal/mol

Last columns: bonded neighbours and bond lengths (Å).
Element x y z (Å)
1 C -1.098 0.952 1.504  C2 1.534, H15 1.089, H16 1.089, H17 1.088
2 C 0.265 1.181 0.837  C1 1.534, C3 1.533, C4 1.530, C5 1.518
3 C 0.456 2.664 0.500  C2 1.533, H18 1.087, H19 1.089, H20 1.087
4 C 1.359 0.732 1.808  C2 1.530, H21 1.087, H22 1.091, H23 1.088
5 C 0.290 0.318 -0.412  C2 1.518, C6 1.340, O14 1.392
6 C -0.313 0.640 -1.565  C5 1.340, C7 1.448, H24 1.081
7 C -0.453 -0.207 -2.731  C6 1.448, C8 1.345, H25 1.086
8 C -0.446 -1.551 -2.756  C7 1.345, C9 1.446, H26 1.085
9 C -0.321 -2.424 -1.610  C8 1.446, C10 1.336, H27 1.082
10 C 0.231 -2.119 -0.432  C9 1.336, C11 1.559, O14 1.427
11 C -0.013 -2.958 0.859  C10 1.559, O12 1.239, O13 1.233
12 O -0.393 -2.279 1.824  C11 1.239
13 O 0.144 -4.175 0.744  C11 1.233
14 O 0.948 -0.898 -0.252  C5 1.392, C10 1.427
15 H -1.180 -0.101 1.767  C1 1.089
16 H -1.909 1.214 0.825  C1 1.089
17 H -1.185 1.556 2.404  C1 1.088
18 H -0.414 3.075 -0.007  C3 1.087
19 H 0.608 3.226 1.420  C3 1.089
20 H 1.323 2.804 -0.139  C3 1.087
21 H 1.227 -0.323 2.034  C4 1.087
22 H 1.296 1.302 2.735  C4 1.091
23 H 2.342 0.877 1.364  C4 1.088
24 H -0.741 1.628 -1.658  C6 1.081
25 H -0.646 0.329 -3.656  C7 1.086
26 H -0.642 -2.041 -3.705  C8 1.085
27 H -0.736 -3.420 -1.702  C9 1.082